# 1
Molecular formula: C19H28N2O6S
Method: DFT, ωB97M-V/def2-TZVPD

XYZ file:
```
56
Properties=species:S:1:pos:R:3:forces:R:3
C 0.94960 4.89350 1.62287 0.099 -0.276 -0.291
C 1.00116 4.36557 0.19720 -0.412 0.294 0.140
H -0.00104 4.08316 -0.14055 0.163 0.078 -0.029
H 1.42896 5.10454 -0.48271 -0.068 -0.117 0.044
O 1.86131 3.22589 0.09178 0.333 0.190 -0.105
C 1.35340 2.04036 0.41880 0.269 -0.371 0.035
O 0.22162 1.86532 0.79353 -0.091 0.070 0.146
C 2.36950 0.93636 0.19862 -0.371 -0.012 0.068
C 2.19741 -0.17256 1.23674 0.175 0.014 -0.072
H 1.15603 -0.49920 1.23229 0.032 0.003 0.035
H 2.43034 0.20437 2.23354 -0.029 0.004 0.065
C 3.11577 -1.35263 0.91383 -0.075 0.091 0.444
N 2.86479 -1.83397 -0.42493 0.168 0.292 -0.047
C 2.36602 -3.02999 -0.78845 -0.026 -0.282 0.184
O 2.21087 -3.34817 -1.95347 -0.111 -0.273 -0.208
C 2.00875 -4.02069 0.32917 0.030 -0.194 -0.231
O 1.19389 -3.48204 1.34930 -0.135 0.042 0.169
C -0.03335 -2.99059 1.02063 -0.306 0.159 0.062
C -0.63565 -3.11751 -0.22863 0.236 -0.115 0.058
C -1.88633 -2.55932 -0.44040 -0.128 -0.007 0.036
C -2.51811 -1.87065 0.57358 -0.677 0.153 -0.249
C -1.93457 -1.75067 1.82157 0.120 -0.047 0.128
C -0.69781 -2.31499 2.04962 0.104 -0.094 -0.136
H -0.21766 -2.24650 3.01298 0.044 0.025 0.120
H -2.46761 -1.22774 2.59914 0.002 0.035 0.188
S -4.09520 -1.07232 0.28421 0.032 0.347 0.271
O -4.82562 -1.09374 1.51698 0.350 0.057 0.117
O -4.69376 -1.61529 -0.89884 0.340 0.021 -0.168
N -3.74448 0.51694 -0.02422 -0.472 -0.777 0.304
H -3.26423 0.96874 0.73764 0.050 0.032 0.295
C -3.32052 0.93101 -1.34445 0.237 0.135 -0.684
C -3.75301 2.37851 -1.57286 -0.076 -0.390 0.057
H -3.20920 3.04037 -0.90212 0.080 0.144 0.071
H -4.81614 2.48191 -1.37767 -0.114 0.064 0.007
H -3.55155 2.67409 -2.59897 0.063 0.069 -0.085
C -1.81372 0.77199 -1.55035 -0.294 -0.023 -0.033
H -1.52421 1.17471 -2.51812 0.075 0.033 -0.126
H -1.27535 1.30498 -0.76887 0.054 0.024 0.004
H -1.52974 -0.27678 -1.51171 0.111 -0.017 -0.022
H -3.86407 0.27210 -2.02788 0.079 0.196 -0.055
H -2.38579 -2.66038 -1.39147 0.016 -0.044 -0.145
H -0.14744 -3.63730 -1.03673 0.078 -0.069 -0.083
H 1.53512 -4.88846 -0.14464 0.086 0.186 0.022
H 2.92083 -4.35646 0.83197 -0.114 0.032 -0.069
C 3.08775 -0.82325 -1.43922 -0.242 0.088 -0.428
C 2.14938 0.35938 -1.20816 0.299 -0.002 0.060
H 1.11510 0.02134 -1.29836 -0.054 -0.012 -0.035
H 2.33159 1.12574 -1.96238 -0.031 0.022 -0.047
H 4.13132 -0.49373 -1.39024 -0.008 -0.021 -0.023
H 2.90088 -1.28097 -2.41183 0.119 0.093 0.131
H 4.16168 -1.02211 0.96136 -0.032 -0.067 0.037
H 2.96884 -2.14472 1.64389 0.098 0.065 -0.066
H 3.37099 1.37244 0.25752 -0.032 -0.024 -0.008
H 0.33805 5.79033 1.65618 -0.063 0.115 0.032
H 0.51429 4.14582 2.28124 -0.047 -0.008 0.066
H 1.95095 5.13325 1.97200 0.069 0.066 0.048
```
Positions in Å, forces in eV/Å.

Output
net charge = 0
E_HOMO = -8.95 eV
SMILES string = CCOC(=O)C1CCN(C(=O)COc2ccc(S(=O)(=O)NC(C)C)cc2)CC1
electronic energy = -1699.97204 Ha
ΔE to the lowest compared entry with this formula, charge and spin = 25.3 kcal per mole
E_LUMO = 0.01975 Ha

# 2
Molecular formula: C19H28NO11W
Method: DFT, ωB97M-V/def2-TZVPD

XYZ file:
```
60
Properties=species:S:1:pos:R:3:forces:R:3
W 0.05866 -1.03888 0.37306 0.060 -0.645 -0.356
C -1.79222 -3.36809 0.74655 -0.036 -0.032 0.031
C -1.25806 -3.44712 -0.67840 0.017 0.057 0.036
O -0.91286 -2.14649 -1.19852 -0.272 -0.016 -0.001
C -1.82820 -1.49769 -2.08305 -0.006 -0.181 -0.196
C -2.94766 -0.89480 -1.27078 -0.170 -0.039 -0.133
O -2.38253 -0.27076 -0.11071 0.119 -0.104 0.005
C -2.70323 1.11947 0.06851 -0.033 0.017 0.087
C -1.51444 1.92923 -0.39648 -0.072 -0.053 -0.012
O -0.37274 1.36844 0.23086 0.026 0.159 -0.174
C 0.28574 2.09912 1.25054 -0.006 -0.004 0.059
C -0.41568 1.73512 2.53163 0.014 0.063 -0.013
O -0.63393 0.30998 2.44618 0.050 -0.061 0.004
C -0.50729 -0.34146 3.71112 -0.059 -0.034 0.230
C 0.92899 -0.79317 3.87200 -0.058 -0.125 0.021
O 1.33010 -1.49060 2.70371 0.140 0.064 0.096
C 1.22716 -2.91039 2.77477 0.143 0.051 -0.003
C -0.20811 -3.38811 2.65406 -0.119 -0.078 0.005
O -0.87767 -2.65289 1.60498 -0.147 0.268 0.213
H -1.94100 -4.37518 1.13812 -0.018 -0.019 -0.053
H -2.74217 -2.83617 0.79698 0.010 0.010 -0.021
H -1.99547 -3.91298 -1.33350 -0.030 -0.021 0.031
H -0.33398 -4.02244 -0.70882 0.007 0.021 -0.025
H -2.18945 -2.22613 -2.81068 -0.080 0.035 0.009
H -1.24049 -0.75783 -2.62067 0.076 0.007 0.097
H -3.66017 -1.65374 -0.93788 0.016 0.019 0.041
H -3.49341 -0.17318 -1.88079 0.011 0.026 0.044
H -2.88349 1.25958 1.13351 0.003 -0.009 0.004
H -3.61643 1.36540 -0.47302 0.016 0.037 -0.009
H -1.60525 2.99046 -0.15984 -0.075 0.003 0.021
H -1.37456 1.82196 -1.47565 0.049 0.021 0.015
H 0.30451 3.16444 1.02183 -0.045 0.046 0.097
H 1.31429 1.73098 1.26618 -0.002 0.010 -0.055
H -1.38388 2.23484 2.61927 -0.014 -0.064 0.051
H 0.18077 1.97164 3.41340 0.051 0.037 -0.052
H -1.20453 -1.17587 3.71611 0.016 -0.017 -0.096
H -0.80243 0.33172 4.51914 0.005 0.017 -0.045
H 1.04049 -1.42128 4.76067 0.006 0.053 0.011
H 1.60023 0.06118 3.97185 -0.025 0.029 -0.011
H 1.64651 -3.26688 3.71938 -0.015 -0.025 -0.006
H 1.83032 -3.28307 1.95440 -0.012 -0.024 0.005
H -0.76425 -3.24288 3.58286 -0.040 0.001 -0.041
H -0.22436 -4.45257 2.41671 0.061 0.006 -0.020
O 1.24713 -2.18342 0.09258 0.085 -0.181 0.333
O 1.02808 -0.95807 -3.32365 0.019 -0.025 0.041
C 1.24268 -0.07302 -2.50719 -0.178 -0.497 -0.296
O 0.86726 -0.06805 -1.27920 0.521 1.101 -0.046
C 1.93903 1.19228 -2.94027 0.004 0.123 0.067
C 2.55172 1.28777 -4.18382 0.012 -0.002 -0.049
C 3.15628 2.47394 -4.57845 0.009 0.013 -0.007
C 3.13747 3.58696 -3.74985 -0.004 -0.036 0.000
C 2.50700 3.47107 -2.52342 0.062 -0.039 -0.020
C 1.92416 2.29415 -2.10211 -0.007 -0.011 0.038
N 2.43894 4.63850 -1.63125 -0.194 0.077 -0.034
O 3.02628 5.64263 -1.95891 0.059 -0.021 0.031
O 1.76102 4.53514 -0.61843 0.061 -0.016 0.041
H 2.54654 0.42465 -4.83579 -0.014 -0.017 0.022
H 3.64005 2.53746 -5.54343 0.000 0.003 0.000
H 3.59131 4.52219 -4.04190 -0.002 0.007 0.012
H 1.45723 2.22292 -1.13448 0.009 0.016 -0.027
```
Positions in Å, forces in eV/Å.

Output
net charge = +1
E_HOMO = -9.70 eV
electronic energy = -1689.88925 Ha
ΔE to the lowest compared entry with this formula, charge and spin = 28.6 kcal per mole
E_LUMO = -0.08257 Ha

# 3
Molecular formula: C19H28NO5Rh
Method: DFT, ωB97M-V/def2-TZVPD

XYZ file:
```
54
Properties=species:S:1:pos:R:3:forces:R:3
O 0.64039 1.57024 -2.38463 0.822 -0.162 -2.541
C 1.65904 1.17601 -3.42246 0.341 -0.005 0.706
C 0.71377 1.38122 -4.59890 -0.333 0.283 0.921
H 2.01455 0.13531 -3.29486 -0.151 0.604 0.186
H 2.51020 1.87427 -3.44597 -0.228 -0.307 0.357
C -0.27684 1.82957 -3.51426 -0.588 0.555 -0.426
H 0.38751 0.47654 -5.11171 0.212 0.161 -0.153
H 0.94932 2.21059 -5.26058 0.256 -0.306 -0.257
C -1.50246 0.95572 -3.47743 -0.331 0.004 0.169
H -1.21732 -0.09479 -3.39162 -0.256 0.251 -0.146
H -2.10375 1.07912 -4.37980 0.105 0.127 -0.063
H -2.11512 1.25946 -2.62343 -0.179 -0.235 -0.110
C -0.70338 3.29111 -3.66814 -0.252 -0.053 0.130
H 0.12217 4.01279 -3.64712 -0.033 -0.320 0.071
H -1.43793 3.56557 -2.89396 0.294 -0.017 -0.194
H -1.20109 3.37293 -4.65023 0.127 0.066 0.349
Rh 1.17916 0.90119 1.44144 -6.299 -4.437 -5.356
C 1.50011 1.47931 3.32145 0.801 1.038 1.914
C 2.53328 0.60508 2.86325 1.900 0.356 1.492
C 3.12465 1.17658 1.67482 2.032 0.545 0.479
H 2.80737 -0.31696 3.34679 0.154 -0.075 -0.072
C 2.43180 2.41763 1.38824 1.455 1.518 0.456
C 1.42984 2.59756 2.41301 0.584 2.046 1.171
H 0.80387 3.48252 2.52579 0.114 -0.366 -0.058
H 0.91777 1.34596 4.22399 -0.001 0.032 -0.086
H 3.95378 0.76168 1.10370 -0.261 0.122 0.219
H 2.65936 3.14253 0.60681 -0.053 -0.372 0.210
C -0.54669 -1.44238 2.87926 0.522 -0.022 -0.997
C -1.63553 -0.42607 3.15385 -1.600 -0.208 -0.828
C -2.86761 -0.99659 2.90506 1.577 1.274 1.000
H -1.40488 0.63205 3.31228 -0.185 -0.487 0.042
C -2.68950 -2.42159 2.61146 1.880 -0.900 0.439
C -1.34788 -2.72982 2.63199 -1.347 0.521 -0.353
H -0.87253 -3.67898 2.36720 -0.303 0.386 0.253
H 0.27746 -1.50879 3.61807 -0.727 -0.002 -0.260
H -3.85129 -0.50839 2.97537 0.680 -0.169 -0.091
H -3.53356 -3.10274 2.48538 0.474 0.109 -0.177
O -1.48736 -2.83342 -0.54672 1.151 -0.469 -0.789
C -1.62646 -1.49939 -0.45408 -1.032 1.124 0.796
C -0.57405 -0.70178 -1.10895 0.830 -0.364 0.581
H -0.53254 -1.23249 0.93029 0.618 0.304 0.452
H -2.51260 -1.04240 0.01249 0.336 -0.800 -0.355
C 0.10590 -1.77225 -1.98079 -0.439 0.033 -0.426
H 0.24321 -0.36276 -0.42344 -0.554 0.163 -0.429
H -1.01735 0.19463 -1.51714 0.543 -0.295 -0.124
C -0.11884 -3.01822 -1.13771 -0.834 -0.127 0.773
H 1.16997 -1.56991 -2.13478 -0.251 -0.100 -0.113
H -0.42986 -1.88612 -2.92814 0.278 -0.027 -0.100
H 0.57294 -3.00274 -0.28540 -0.057 -0.235 -0.149
H -0.12342 -4.00303 -1.62578 0.053 0.516 0.042
O 1.86128 -1.47309 5.37605 -1.486 -1.022 2.986
N 1.05106 -1.91296 6.20461 -1.305 0.118 -4.607
O -0.08022 -2.32863 5.93394 2.771 0.874 1.723
O 0.19033 -1.06085 1.60150 -1.825 -1.245 1.342
```
Positions in Å, forces in eV/Å.

Output
net charge = 0
E_HOMO (alpha / beta) = -5.36 / -8.21 eV
multiplicity = 5
electronic energy = -1281.81283 Ha
E_LUMO (alpha / beta) = -0.02294 / -0.10336 Ha

# 4
Molecular formula: C19H28O5
Method: DFT, ωB97M-V/def2-TZVPD

XYZ file:
```
52
Properties=species:S:1:pos:R:3:forces:R:3
C 2.97965 0.81914 -5.78553 -0.303 -0.035 0.281
C 1.56978 1.02556 -5.25193 0.209 0.373 -0.304
H 0.82103 0.68336 -5.96870 0.057 0.062 0.117
H 1.40570 2.08120 -5.01274 -0.055 -0.172 -0.068
O 1.33796 0.24392 -4.07591 -0.159 -0.337 -0.167
C 1.75394 0.74810 -2.91681 0.110 -0.117 0.238
O 2.30948 1.80496 -2.78916 0.097 0.097 -0.067
C 1.38924 -0.18877 -1.77049 0.063 0.222 0.035
C 0.01668 0.27745 -1.28747 0.029 -0.443 -0.239
O -1.00877 -0.30130 -1.52851 -0.151 -0.071 0.022
O 0.10144 1.40867 -0.60232 0.362 0.270 0.170
C -1.12065 1.96327 -0.10774 -0.546 0.120 0.226
C -0.77859 3.00215 0.94228 0.150 -0.313 -0.342
H -0.27272 2.53101 1.78063 0.021 -0.007 0.101
H -0.12629 3.75981 0.51700 0.042 0.145 -0.008
H -1.69007 3.47246 1.29863 -0.108 0.065 0.065
H -1.73055 1.15620 0.31237 0.097 0.145 -0.112
H -1.66420 2.40970 -0.94801 0.057 -0.111 0.077
C 2.45174 -0.12316 -0.66912 -0.145 0.096 0.170
C 2.01456 -0.79211 0.63270 0.065 -0.161 -0.323
C 1.79012 -2.29691 0.49363 -0.188 0.144 0.475
C 1.21954 -2.93158 1.76762 0.468 -0.158 -0.364
O -0.16563 -2.68933 1.89636 -0.323 0.162 0.080
C -0.63734 -1.52864 2.43647 -0.304 0.105 0.084
C 0.04110 -0.71826 3.34153 0.220 -0.288 -0.044
C -0.58125 0.40890 3.84970 -0.058 0.035 0.028
C -1.86795 0.74227 3.47253 -0.024 0.028 0.032
C -2.55914 -0.05998 2.57114 0.066 0.082 -0.063
C -1.93778 -1.18826 2.06485 0.222 -0.096 0.021
H -2.44568 -1.82722 1.35891 -0.069 -0.081 -0.133
C -3.97277 0.26652 2.18028 -0.064 -0.136 0.158
C -4.95749 -0.39694 3.14479 -0.009 0.127 -0.153
H -4.78627 -0.04679 4.16036 -0.012 -0.004 0.107
H -4.82916 -1.47663 3.12945 -0.016 -0.107 0.036
H -5.98203 -0.16371 2.86406 -0.128 -0.018 0.028
H -4.12264 1.34836 2.20037 0.020 0.002 -0.083
H -4.16774 -0.08867 1.16669 0.021 0.084 -0.042
H -2.33801 1.62768 3.87459 -0.064 0.117 0.039
H -0.04697 1.03297 4.55183 0.048 0.045 0.049
H 1.04628 -0.95054 3.65749 0.076 -0.033 -0.011
H 1.77879 -2.60446 2.65028 -0.054 -0.060 -0.014
H 1.29719 -4.02085 1.69703 0.034 0.153 0.092
H 2.73387 -2.78864 0.24845 0.039 -0.061 -0.057
H 1.07906 -2.49528 -0.30937 0.009 -0.121 -0.070
H 2.78553 -0.61519 1.38710 -0.061 0.045 0.082
H 1.09673 -0.31842 0.98182 0.079 0.060 0.060
H 2.66631 0.92932 -0.47718 0.067 -0.069 -0.070
H 3.36495 -0.59452 -1.03966 0.055 0.049 -0.045
H 1.26553 -1.19339 -2.17899 -0.090 0.161 0.084
H 3.70673 1.17630 -5.06042 0.073 0.035 0.004
H 3.15838 -0.23606 -5.97713 0.037 -0.081 -0.065
H 3.10332 1.37435 -6.71078 0.041 0.052 -0.118
```
Positions in Å, forces in eV/Å.

Output
net charge = 0
E_HOMO = -8.41 eV
SMILES string = CCOC(=O)C(CCCCOc1cccc(CC)c1)C(=O)OCC
electronic energy = -1117.01972 Ha
ΔE to the lowest compared entry with this formula, charge and spin = 2.4 kcal per mole
E_LUMO = 0.03262 Ha

Question: What is the electronic energy in the second record?
Answer: -1689.88925 Ha

Question: Which value of net charge does entry 3 give?
Answer: 0